{"formula": "C6H7ClNO3S", "method": "ωB97M-V with the def2-TZVPD basis set", "homo_ev": -13.20, "e_tot_ha": -1371.26170, "fmax_ha_per_bohr": 0.0338, "charge": 1, "species": ["C", "C", "C", "C", "C", "C", "N", "O", "O", "O", "S", "Cl", "H", "H", "H", "H", "H", "H", "H"], "positions_angstrom": [[1.2378, 0.7814, 0.6336], [1.6528, 0.3627, -0.5654], [-0.0494, 0.1701, 0.8979], [-2.3133, 1.6238, 0.0095], [-0.3890, -0.6007, -0.1384], [1.2096, -1.8598, -1.5432], [0.6606, -0.5399, -1.1502], [-2.1195, 1.6652, 1.3232], [-1.9755, -0.4815, 2.5469], [-0.5113, 1.4222, 3.1665], [-1.1860, 0.6402, 2.2109], [-3.5452, 2.6751, -0.4062], [1.7352, 1.4406, 1.3189], [2.5532, 0.5708, -1.1095], [-1.2588, -1.2063, -0.2962], [1.9135, -1.7453, -2.3653], [1.7211, -2.3005, -0.6898], [0.4021, -2.5204, -1.8527], [0.2622, -0.0979, -1.9906]]}


{"formula": "C6H7ClO4", "method": "ωB97M-V with the def2-TZVPD basis set", "homo_ev": 1.33, "e_tot_ha": -993.91786, "fmax_ha_per_bohr": 0.0594, "charge": -2, "relative_energy_kj_mol": 58.9, "species": ["C", "C", "C", "C", "C", "C", "O", "O", "O", "O", "Cl", "H", "H", "H", "H", "H", "H", "H"], "positions_angstrom": [[-5.1223, -0.8503, 0.2910], [-2.8325, 0.9204, -0.2645], [0.3417, 0.5593, 1.1561], [0.6352, -0.0700, -1.2478], [-0.4823, 0.1785, -0.0727], [-1.3928, 1.1694, -0.6641], [-5.2541, -0.9820, 1.4415], [-3.5938, 1.9211, -0.3083], [-5.6280, -0.9514, -0.7673], [-3.3153, -0.2584, -0.0047], [-0.9997, 2.8337, -0.1059], [1.2353, 1.0191, 0.8289], [-0.0186, 1.3813, 1.8101], [0.6400, -0.2754, 1.7655], [1.1739, 0.8833, -1.1184], [-0.0165, -0.2529, -2.0693], [1.2068, -1.0028, -1.0625], [-1.0045, -0.7884, -0.0986]]}


{"formula": "C6H7CuO6", "method": "ωB97M-V with the def2-TZVPD basis set", "homo_ev": -5.70, "e_tot_ha": -2324.59949, "fmax_ha_per_bohr": 0.0648, "charge": 0, "relative_energy_kj_mol": 177.0, "species": ["C", "C", "O", "C", "O", "O", "H", "H", "H", "C", "C", "O", "C", "O", "O", "Cu", "H", "H", "H", "H"], "positions_angstrom": [[1.3554, -1.7092, 0.5503], [2.4581, -1.0616, 0.2546], [2.9094, 0.0170, 1.0294], [2.6323, 1.2310, 0.5862], [1.9369, 1.4680, -0.3847], [3.1963, 2.1247, 1.3499], [0.6430, -1.7494, 1.3710], [3.1433, -1.3300, -0.5544], [2.9747, 3.0182, 1.0511], [-1.9004, -0.2350, 1.7293], [-2.4755, -0.3688, 0.5366], [-1.7565, -0.0662, -0.6111], [-2.3317, -0.2007, -1.8153], [-3.4543, -0.5184, -2.0544], [-1.3531, 0.0478, -2.6890], [0.5614, 0.3599, -1.5633], [-2.4258, -0.6223, 2.6009], [-0.9803, 0.3334, 1.8705], [-3.4766, -0.7533, 0.3492], [-1.6567, 0.0148, -3.6066]]}


{"formula": "C6H7F3N2", "method": "ωB97M-V with the def2-TZVPD basis set", "smiles": "C=C/C=C\\N=C(\\N)C(F)(F)F", "homo_ev": -8.37, "e_tot_ha": -641.83522, "fmax_ha_per_bohr": 0.0856, "charge": 0, "relative_energy_kj_mol": 273.2, "species": ["C", "C", "C", "C", "N", "C", "N", "C", "F", "F", "F", "H", "H", "H", "H", "H", "H", "H"], "positions_angstrom": [[0.0553, 1.2390, -1.0530], [0.0867, 2.1487, -0.0242], [-0.2558, 1.6420, 1.2980], [0.0743, 0.4191, 1.8266], [0.7594, -0.4775, 1.0620], [0.4718, -0.8763, -0.1190], [1.3860, -1.5464, -0.9104], [-0.9860, -1.2885, -0.4210], [-1.1910, -1.5989, -1.6894], [-1.0315, -2.4379, 0.2940], [-2.0449, -0.6341, 0.0318], [-0.7689, 0.6817, -1.2379], [0.7254, 1.3178, -1.9439], [0.6135, 3.1279, -0.1653], [-0.7695, 2.3332, 1.9252], [-0.2351, 0.1228, 2.9132], [2.1411, -1.7835, -0.3680], [0.9692, -2.3891, -1.4187]]}


{"formula": "C6H7FO", "method": "ωB97M-V with the def2-TZVPD basis set", "homo_ev": -8.44, "e_tot_ha": -407.67966, "fmax_ha_per_bohr": 0.0586, "charge": 0, "relative_energy_kj_mol": 627.4, "species": ["C", "C", "C", "C", "C", "C", "O", "F", "H", "H", "H", "H", "H", "H", "H"], "positions_angstrom": [[-1.0019, -0.5374, -2.0119], [-0.9568, 0.6398, -1.0000], [-0.1124, -0.7759, -1.1391], [-2.1758, 0.9174, -0.3241], [1.1405, 0.3312, 1.2802], [0.9077, -1.1419, 0.9391], [0.9447, -1.2827, -0.4893], [-2.3260, 2.2146, 0.1045], [-1.5238, -0.6640, -2.8624], [-0.3258, 1.4575, -1.3649], [1.3441, 0.5386, 2.3890], [2.0010, 0.5879, 0.7418], [0.4131, 0.9926, 0.9300], [-0.0495, -1.4565, 1.5177], [1.7211, -1.8212, 1.2895]]}


{"formula": "C6H7FOS", "method": "ωB97M-V with the def2-TZVPD basis set", "homo_ev": [-5.03, -10.11], "e_tot_ha": -805.81102, "fmax_ha_per_bohr": 0.1023, "multiplicity": 3, "charge": 0, "species": ["C", "C", "C", "C", "C", "C", "O", "F", "S", "H", "H", "H", "H", "H", "H", "H"], "positions_angstrom": [[2.5280, 1.0033, 1.2996], [1.5953, 0.8279, 0.6215], [0.2460, -1.0398, -0.3335], [-1.1891, -1.2993, -0.7512], [0.5574, 0.3968, -0.3807], [-0.6836, 1.1856, -0.1375], [-1.9640, -0.5795, 1.6332], [-1.1738, 1.8940, -1.2186], [-2.1877, -0.0888, 0.2840], [3.2047, 1.4603, 1.9773], [0.4853, -1.3157, 0.7371], [0.8631, -1.8404, -0.7683], [-1.2918, -0.9018, -1.8475], [-1.6665, -2.2244, -0.6280], [1.1710, 0.7514, -1.2993], [-0.4942, 1.7704, 0.8119]]}


{"formula": "C6H7LuO6", "method": "ωB97M-V with the def2-TZVPD basis set", "homo_ev": [-11.23, -14.35], "e_tot_ha": -1919.52616, "fmax_ha_per_bohr": 0.1185, "multiplicity": 2, "charge": 1, "species": ["O", "O", "C", "C", "O", "C", "H", "H", "H", "H", "Lu", "O", "O", "C", "C", "O", "C", "H", "H", "H"], "positions_angstrom": [[0.0780, 0.1900, 1.5938], [-1.8429, -0.7578, 0.7512], [-2.6582, 0.3663, 0.4687], [-1.9738, 0.9658, -0.7529], [-0.5974, 0.6793, -0.5170], [-0.5072, -0.3963, 0.5629], [-3.6781, 0.0195, 0.2723], [-2.6658, 1.0661, 1.3186], [-2.1198, 2.0477, -0.8462], [-2.2945, 0.4660, -1.6780], [1.0230, 1.7560, 0.5771], [2.8728, 1.8027, 0.1055], [2.4009, -0.3062, 0.1053], [1.6609, -1.2896, -0.4311], [0.2617, -1.5838, -0.0424], [4.5454, 0.2626, 0.0706], [3.4014, 0.6509, 0.0152], [2.1588, -1.6069, -1.3453], [-0.3076, -1.9310, -0.9199], [0.2423, -2.4015, 0.6916]]}


{"formula": "C6H7N", "method": "ωB97M-V with the def2-TZVPD basis set", "homo_ev": -9.72, "e_tot_ha": -287.36009, "fmax_ha_per_bohr": 0.1556, "charge": 0, "relative_energy_kj_mol": 596.4, "species": ["C", "C", "C", "C", "C", "C", "N", "H", "H", "H", "H", "H", "H", "H"], "positions_angstrom": [[-2.2057, -0.5525, -0.2362], [2.9653, -0.2148, -0.0416], [4.0357, -0.1661, -0.5253], [-1.2325, 0.6682, -0.3884], [1.3785, -0.3810, 0.4243], [-0.2390, -0.4342, 0.0014], [-0.9998, -1.3939, -0.0982], [-2.9265, -0.3115, 0.5244], [-2.7018, -0.9592, -1.1394], [5.0378, 0.0017, -0.4324], [-0.9447, 0.9860, -1.3071], [-1.3703, 1.4842, 0.3109], [1.3791, -1.0620, 1.2284], [1.3844, 0.5051, 1.0881]]}


{"formula": "C6H7N", "method": "ωB97M-V with the def2-TZVPD basis set", "smiles": "C[C@@]12CC=C1C=N2", "homo_ev": -8.62, "e_tot_ha": -287.38459, "fmax_ha_per_bohr": 0.0866, "charge": 0, "relative_energy_kj_mol": 532.0, "species": ["C", "C", "C", "C", "C", "C", "N", "H", "H", "H", "H", "H", "H", "H"], "positions_angstrom": [[-1.1017, 0.2450, -1.1740], [0.1262, 0.2058, -0.2377], [-0.0159, 0.1705, 1.2600], [0.9169, -1.1133, 1.2062], [1.0912, -1.0362, -0.1603], [1.9868, -0.2791, -0.9691], [1.3128, 0.7965, -0.9070], [-0.9767, 1.2172, -1.4256], [-1.9866, -0.2008, -0.7806], [-0.7777, -0.3533, -1.9880], [-1.0557, 0.0462, 1.5102], [0.3837, 1.0199, 1.7855], [1.6181, -1.4276, 1.8579], [2.9582, -0.4204, -1.4782]]}


{"formula": "C6H7N", "method": "ωB97M-V with the def2-TZVPD basis set", "homo_ev": -8.37, "e_tot_ha": -287.40376, "fmax_ha_per_bohr": 0.0221, "charge": 0, "relative_energy_kj_mol": 481.7, "species": ["N", "C", "C", "C", "C", "C", "C", "H", "H", "H", "H", "H", "H", "H"], "positions_angstrom": [[-2.5309, -2.3828, -0.5668], [-1.5967, -1.7282, -0.3721], [-0.4212, -0.8967, -0.1306], [-0.5677, 0.1463, 0.9842], [0.5615, 1.1379, 0.8413], [1.1883, 1.2373, -0.3374], [0.8350, 0.5385, -1.5569], [0.4537, -1.5330, 0.0304], [-1.5430, 0.6431, 0.8902], [-0.5511, -0.3442, 1.9642], [0.8358, 1.7596, 1.6869], [2.0280, 1.9263, -0.4652], [-0.2990, -0.3031, -1.1402], [1.6073, -0.2009, -1.8282]]}


{"formula": "C6H7N", "method": "ωB97M-V with the def2-TZVPD basis set", "smiles": "C#C[C@@H](C)CC#N", "homo_ev": -10.37, "e_tot_ha": -287.46527, "fmax_ha_per_bohr": 0.0339, "charge": 0, "relative_energy_kj_mol": 320.2, "species": ["C", "C", "C", "C", "C", "C", "N", "H", "H", "H", "H", "H", "H", "H"], "positions_angstrom": [[2.5056, -0.7344, -0.3811], [1.4205, -0.3185, -0.7087], [0.2073, 0.0008, 0.0854], [-0.0140, 1.4996, 0.0978], [-0.9352, -0.8824, -0.4089], [-2.1364, -0.7307, 0.4300], [-3.0356, -0.5275, 1.1293], [3.3100, -1.0400, 0.2453], [0.4880, -0.3176, 1.0955], [-0.1474, 1.8128, -0.9398], [-0.8746, 1.7617, 0.7218], [0.8903, 1.9881, 0.4895], [-1.1010, -0.5886, -1.4504], [-0.5776, -1.9235, -0.4058]]}


{"formula": "C6H7N", "method": "ωB97M-V with the def2-TZVPD basis set", "smiles": "C=C=C(C)CC#N", "homo_ev": -9.72, "e_tot_ha": -287.43133, "fmax_ha_per_bohr": 0.0870, "charge": 0, "relative_energy_kj_mol": 409.3, "species": ["C", "C", "C", "C", "C", "C", "N", "H", "H", "H", "H", "H", "H", "H"], "positions_angstrom": [[0.6551, 2.5004, -0.4748], [0.3204, 1.2431, -0.1801], [-0.0991, 0.0141, -0.0584], [0.4662, -1.2442, 0.3512], [-1.8492, 0.0977, -0.5727], [-3.1904, 0.1831, 0.1906], [-4.1526, 0.0401, 0.7937], [0.5642, 3.3321, 0.2859], [1.2066, 2.9109, -1.3975], [-0.0145, -1.4667, 1.3622], [1.6134, -1.2226, 0.4842], [0.0686, -2.1021, -0.2576], [-2.1253, -0.7350, -1.2751], [-1.5969, 0.9015, -1.1520]]}